No. 1
A 12-piece molecular cluster, C5H33N2O12 overall. Source: OMol25; level of theory: ωB97M-V/def2-TZVPD.

Properties
Largest force on an atom in eV/Å: 2.8
Energy in eV: -33265.6053
E_LUMO in eV: -2.3
Kohn-Sham gap in Ha: 0.374
Net charge: +1
ΔE to the lowest compared entry with this formula, charge and spin in kJ/mol: 202.1

```
52
Properties=species:S:1:pos:R:3:forces:R:3
O 0.282 3.069 0.405 -0.1 0.2 0.1
C 1.195 2.597 1.032 0.3 -0.6 0.3
C 1.398 1.117 1.263 -0.2 -0.6 -1.2
C 0.106 0.257 1.434 0.9 0.8 -0.4
C -0.779 0.225 0.187 0.4 2.7 -0.6
N -2.300 -0.815 -2.070 0.5 -1.0 0.0
C -1.125 -1.306 -1.714 -1.0 0.4 0.9
N -0.429 -0.800 -0.750 0.8 -1.2 0.1
H 1.985 3.227 1.476 0.0 0.3 -0.1
H 1.936 0.738 0.379 0.0 0.2 -0.2
H 2.126 0.935 2.047 -0.2 0.1 0.5
H 0.493 -0.734 1.623 -0.5 -0.2 0.4
H -0.388 0.766 2.255 -0.5 -0.8 0.3
H -0.535 1.197 -0.256 0.1 -0.1 -0.5
H -1.842 0.441 0.314 -0.2 -1.2 0.5
H -2.559 0.121 -1.812 -0.3 0.0 -0.2
H -2.884 -1.405 -2.634 -0.2 0.4 -0.3
H -0.775 -2.230 -2.146 0.1 0.0 -0.2
H 0.433 -1.358 -0.584 0.1 0.7 -0.2
H 1.261 -1.096 4.679 -0.8 0.0 -0.1
H 0.617 -1.428 3.211 -0.7 0.3 1.3
O 1.396 -1.355 3.770 1.8 -0.4 -0.9
H -4.380 3.140 0.576 0.0 0.0 0.1
H -4.616 1.924 1.465 0.0 -0.1 0.0
O -4.021 2.270 0.791 -0.2 0.1 0.0
H 1.752 -2.849 2.132 -0.3 0.2 0.1
H 1.695 -4.203 1.559 -0.4 -0.2 -0.3
O 1.199 -3.374 1.530 0.7 0.2 0.4
H -2.103 -1.414 3.184 -0.1 -0.1 0.1
H -1.396 -2.279 4.262 -0.2 0.0 0.0
O -1.302 -1.494 3.712 0.0 0.0 -0.1
H -0.982 -2.653 1.554 0.2 -0.3 0.1
H -2.315 -3.333 1.183 0.1 -0.1 0.1
O -1.686 -2.663 0.897 -0.5 0.2 -0.1
H 0.185 1.261 -2.828 -0.4 0.5 -0.5
H 0.976 1.952 -4.019 -0.5 0.1 0.1
O 1.028 1.342 -3.281 0.7 -0.5 0.3
H 3.715 0.898 -3.002 0.8 -0.2 0.2
H 2.519 0.135 -3.089 0.2 -0.6 0.0
O 3.472 -0.036 -2.931 -0.9 0.7 0.0
H 2.689 -1.187 -1.279 -0.1 -0.1 -0.4
H 2.328 -2.070 -0.125 0.1 -0.3 -0.1
O 2.030 -1.856 -1.022 0.2 0.1 0.3
H 3.841 -0.694 1.642 0.6 -0.3 0.4
H 4.739 -1.741 0.811 0.2 0.2 0.5
O 3.967 -1.174 0.823 -0.8 0.0 -0.7
H -1.662 3.545 -0.505 0.5 0.0 0.4
H -2.934 2.683 -0.740 0.3 0.2 0.4
O -2.327 3.312 -1.149 -0.8 0.0 -0.6
H -2.212 1.872 -4.109 0.2 -0.5 -0.1
H -2.394 2.473 -2.751 0.8 -0.4 0.3
O -1.996 1.684 -3.186 -0.7 0.9 -0.4
```
Positions in Å, forces in eV/Å.

No. 2
A 10-piece molecular cluster, C5H33N2O9 overall. Source: OMol25; level of theory: ωB97M-V/def2-TZVPD.

Properties
Largest force on an atom in eV/Å: 2.3
Energy in eV: -27121.3029
E_LUMO in eV: -2.4
Kohn-Sham gap in Ha: 0.331
Net charge: +1
ΔE to the lowest compared entry with this formula, charge and spin in kJ/mol: 348.1

```
49
Properties=species:S:1:pos:R:3:forces:R:3
N -0.710 -0.176 -1.424 -0.7 -1.7 0.0
C -1.130 -0.377 0.021 -1.0 0.3 -1.2
C -0.802 0.933 0.703 1.3 -0.2 0.7
N 0.608 0.869 1.155 -1.0 1.3 0.0
C 0.808 -0.102 2.264 -0.3 0.8 -1.3
C 1.959 -1.038 1.854 0.0 -0.7 2.0
C 1.044 2.240 1.401 0.3 0.4 -1.0
H 0.222 0.237 -1.402 -0.3 0.7 -0.7
H -0.632 -0.982 -2.062 0.5 -0.6 0.6
H -1.451 0.291 -1.933 0.5 1.5 0.2
H -2.221 -0.510 0.047 0.6 -0.2 -0.2
H -0.584 -1.274 0.288 0.1 0.2 0.9
H -1.487 1.237 1.491 -0.2 -0.7 0.6
H -0.952 1.784 0.034 0.4 -0.3 -0.5
H -0.182 -0.510 2.470 0.3 -0.8 -0.3
H 0.995 0.377 3.233 0.4 0.3 -0.3
H 2.424 -0.977 0.877 -0.4 0.7 -0.3
H 2.719 -0.837 2.616 0.4 -0.4 -0.3
H 1.669 -2.084 1.948 0.2 0.1 0.1
H 1.940 2.286 2.012 0.0 0.0 0.1
H 0.292 2.946 1.758 -0.3 -0.3 0.9
H 1.244 2.718 0.428 0.4 -0.2 0.1
H -3.662 -1.912 -0.205 -0.9 -0.1 0.7
H -4.624 -0.578 -0.385 -0.2 -0.3 0.9
O -3.916 -1.135 -0.691 0.9 -0.1 -2.2
H 0.991 -1.207 -4.151 0.3 -0.1 0.0
H 0.198 -2.570 -4.168 0.3 0.0 -0.2
O 0.142 -1.626 -3.999 -0.8 0.1 0.4
H -0.621 -3.472 0.943 -0.2 -0.1 0.2
H -0.413 -2.760 2.302 -0.2 0.2 -0.3
O 0.009 -3.331 1.654 0.0 -0.3 -0.1
H -2.043 2.209 -3.117 -0.3 0.2 0.2
H -0.608 2.426 -2.811 0.2 0.0 0.3
O -1.450 2.291 -2.357 -0.1 0.1 -0.8
H 3.506 3.139 -1.609 0.3 0.3 0.8
H 3.048 2.042 -0.485 0.3 0.8 0.3
O 3.118 2.291 -1.409 -0.4 -1.2 -0.9
H 2.238 0.597 -2.528 -0.5 -0.2 -0.4
H 1.651 1.636 -3.401 -0.1 0.4 -0.2
O 1.422 0.788 -3.022 0.1 -0.1 0.0
H -0.743 -2.711 4.042 -0.2 -0.2 0.3
H -0.626 -1.487 4.891 -0.2 0.2 0.0
O -1.168 -1.856 4.184 0.3 -0.3 0.0
H 3.562 0.019 -1.682 0.9 -0.1 0.2
H 4.199 -1.281 -2.290 0.2 0.3 0.0
O 3.387 -0.884 -1.966 -0.6 -0.1 0.2
H -4.749 0.150 1.835 0.2 -0.2 0.0
H -4.481 1.530 1.381 0.1 0.5 -0.1
O -4.141 0.641 1.266 -0.5 0.1 0.4
```
Positions in Å, forces in eV/Å.

No. 3
A 11-piece molecular cluster, C5H33NO10 overall. Source: OMol25; level of theory: ωB97M-V/def2-TZVPD.

Properties
SMILES string: CC[C@@H](C)CN.O.O.O.O.O.O.O.O.O.O
Largest force on an atom in eV/Å: 2.0
Energy in eV: -27685.5787
E_LUMO in eV: 0.3
Kohn-Sham gap in Ha: 0.353
ΔE to the lowest compared entry with this formula, charge and spin in kJ/mol: 44.1

```
49
Properties=species:S:1:pos:R:3:forces:R:3
C -4.155 0.424 0.217 1.1 0.1 -0.1
C -3.182 1.253 -0.669 0.7 0.3 1.3
C -1.690 0.879 -0.280 -0.1 1.5 -1.3
C -1.170 -0.268 -1.177 0.1 0.5 0.6
C -0.916 2.233 -0.427 -0.3 -0.7 -0.4
N 0.498 2.182 0.065 -1.2 0.1 -0.2
H -5.166 0.811 0.263 -0.1 0.1 0.1
H -4.189 -0.640 0.006 -0.1 -0.2 -0.6
H -3.665 0.411 1.202 -0.6 0.4 0.0
H -3.302 1.285 -1.764 -0.2 -0.7 0.4
H -3.287 2.327 -0.400 -0.3 -0.7 0.0
H -1.614 0.556 0.764 -0.3 0.1 0.0
H -0.599 -0.962 -0.557 -0.4 -0.3 -0.2
H -2.078 -0.689 -1.625 0.6 -0.6 -0.1
H -0.452 0.057 -1.938 -0.4 0.2 -0.2
H -0.908 2.520 -1.478 0.1 -0.4 0.0
H -1.619 3.000 -0.059 1.0 0.0 1.0
H 0.600 1.358 0.647 0.2 0.0 0.3
H 0.673 3.004 0.627 0.3 -0.1 0.1
O 1.167 -0.412 1.585 -0.1 0.0 0.3
H 0.509 -0.730 2.215 0.0 -0.1 0.0
H 1.740 -1.173 1.415 0.0 0.1 -0.3
O -1.748 2.823 -3.283 -0.7 0.7 -1.5
H -2.301 2.324 -3.904 0.1 -0.5 0.4
H -1.760 3.666 -3.774 0.3 -0.1 0.6
O 1.877 -0.187 5.122 0.0 -0.1 0.1
H 1.674 -0.983 4.617 0.0 0.1 -0.1
H 2.530 0.281 4.594 -0.1 0.0 -0.1
O -1.474 -2.808 1.185 0.6 -1.0 0.6
H -0.562 -2.927 0.829 -0.2 0.6 -0.4
H -1.465 -3.635 1.700 -0.7 0.2 -0.2
O 3.635 -0.902 0.230 0.0 0.5 0.2
H 3.305 -0.097 -0.250 0.5 -0.4 0.2
H 4.423 -0.562 0.682 -0.3 -0.3 -0.2
O 0.974 -3.126 0.032 0.1 -0.5 -0.2
H 0.992 -2.902 -0.909 -0.1 0.3 0.1
H 1.655 -3.818 0.024 -0.1 0.3 0.4
O 1.332 2.269 -2.664 0.5 -0.7 -0.4
H 0.848 2.093 -1.832 0.0 0.8 -0.2
H 1.129 3.124 -3.047 -0.4 0.0 0.4
O 3.063 -2.946 -1.463 0.5 0.0 -0.8
H 3.870 -3.209 -1.923 -0.2 0.0 0.0
H 3.229 -2.015 -1.228 0.1 -0.4 0.5
O -0.365 -2.708 3.776 0.1 0.2 0.3
H -1.121 -2.567 3.191 0.1 0.2 -0.2
H -0.605 -2.295 4.613 0.0 -0.1 0.0
O 3.492 1.170 -1.344 -0.4 0.1 -0.1
H 3.568 0.933 -2.276 0.1 0.0 0.0
H 2.608 1.577 -1.333 0.3 0.3 0.0
```
Positions in Å, forces in eV/Å.

No. 4
A 11-piece molecular cluster, C5H33NO10S2 overall. Source: OMol25; level of theory: ωB97M-V/def2-TZVPD.

Properties
SMILES string: SCCCNCCS.O.O.O.O.O.O.O.O.O.O
Largest force on an atom in eV/Å: 2.5
Energy in eV: -49356.5276
E_LUMO in eV: 0.2
Kohn-Sham gap in Ha: 0.337
ΔE to the lowest compared entry with this formula, charge and spin in kJ/mol: 0.0

```
51
Properties=species:S:1:pos:R:3:forces:R:3
S 4.679 -0.393 1.871 -0.7 -0.3 0.2
C 2.915 -0.986 1.531 1.7 0.9 -0.1
C 2.029 0.170 0.998 -0.1 -1.5 0.1
C 1.514 -0.268 -0.369 -0.9 0.8 0.6
N 0.333 -1.223 -0.225 1.3 -0.2 0.2
C 0.260 -2.050 -1.443 -0.2 -0.3 0.8
C -0.783 -3.117 -1.448 -1.2 -0.9 0.7
S -2.537 -2.613 -1.599 0.7 1.2 -0.6
H 4.960 0.106 0.656 -0.2 -0.1 0.0
H 3.058 -1.809 0.811 -0.5 0.2 0.5
H 2.531 -1.315 2.498 0.5 -0.2 -0.4
H 2.622 1.096 0.939 -0.6 -0.2 0.2
H 1.197 0.147 1.716 0.2 1.0 -0.3
H 2.432 -0.564 -0.916 -0.9 -0.8 -0.2
H 1.097 0.573 -0.939 0.2 0.0 0.1
H 0.275 -1.730 0.697 0.8 0.3 -1.4
H 0.169 -1.382 -2.279 -0.3 0.5 -0.5
H 1.152 -2.615 -1.650 1.0 0.0 0.2
H -0.662 -3.811 -2.251 0.6 -0.1 -0.8
H -0.692 -3.788 -0.578 -0.1 0.5 0.1
H -2.159 -1.613 -2.488 -0.7 -0.7 0.7
O 0.192 1.750 3.547 1.1 -0.7 -0.7
H -0.269 2.418 4.050 -0.5 -0.5 0.4
H -0.092 0.822 3.726 -0.4 1.5 0.3
O -3.504 0.460 2.056 -0.4 -1.0 0.4
H -3.206 0.224 1.177 0.1 -0.5 -0.9
H -3.227 1.358 2.098 0.3 1.5 0.3
O -1.793 0.369 -0.215 1.0 -0.3 1.6
H -1.000 -0.304 -0.041 -0.7 0.4 -1.0
H -1.514 1.119 0.409 -0.3 -0.2 -0.8
O -1.630 -0.245 3.781 -1.8 -0.8 -0.5
H -2.152 -0.785 4.401 0.6 0.2 0.1
H -2.344 -0.155 3.046 1.0 0.4 0.7
O -1.105 2.500 1.197 -0.7 0.8 -1.5
H -0.313 2.299 1.676 0.9 -0.2 1.0
H -0.824 3.030 0.397 -0.1 -0.4 0.7
O 2.088 0.039 -3.852 1.6 0.9 0.0
H 1.284 0.538 -4.017 -0.7 0.0 -0.4
H 2.760 0.719 -4.103 -0.5 -1.1 0.3
O 0.447 -1.812 3.017 -0.7 -0.5 -2.1
H -0.314 -1.295 3.276 -1.0 0.4 0.2
H 0.976 -1.835 3.771 1.5 -0.3 2.0
O -1.687 1.412 -2.448 0.0 -1.1 1.3
H -1.758 0.849 -1.493 0.0 0.8 -1.2
H -2.576 1.649 -2.706 -0.3 0.0 -0.2
O -0.282 1.041 -4.692 -0.4 -0.4 1.1
H -0.574 1.231 -3.751 -0.2 0.1 -1.1
H -0.655 0.149 -4.804 0.2 0.4 -0.3
O -0.507 3.465 -1.396 -0.5 1.0 1.7
H 0.230 3.459 -1.973 1.2 0.1 -0.8
H -1.041 2.715 -1.665 -0.5 -0.7 -0.7
```
Positions in Å, forces in eV/Å.

No. 5
A 13-piece molecular cluster, C5H34NO14 overall. Source: OMol25; level of theory: ωB97M-V/def2-TZVPD.

Properties
Largest force on an atom in eV/Å: 3.5
Energy in eV: -35892.1951
E_LUMO in eV: 2.3
Kohn-Sham gap in Ha: 0.345
Net charge: -1
ΔE to the lowest compared entry with this formula, charge and spin in kJ/mol: 497.4

```
54
Properties=species:S:1:pos:R:3:forces:R:3
O 0.009 1.036 2.713 0.7 -0.9 -0.6
C 0.752 0.502 1.913 1.0 -0.6 1.9
C 0.289 -0.419 0.840 -0.5 1.1 -0.2
C -0.858 0.403 0.109 0.8 -1.1 0.9
C -0.515 1.935 0.005 -0.4 -0.8 -0.7
C -0.556 2.395 -1.462 0.0 0.7 1.6
O 0.266 3.532 -1.657 0.3 1.0 -0.7
N 1.422 -0.988 0.149 0.6 0.9 -1.9
H 1.861 0.540 2.103 -0.5 0.2 -0.3
H -0.111 -1.230 1.441 -0.4 -0.3 0.0
H -1.712 0.272 0.788 0.0 0.2 -0.4
H -1.117 -0.121 -0.831 0.3 0.7 0.1
H 0.517 2.231 0.363 -1.1 -0.6 0.0
H -1.333 2.398 0.610 1.2 0.3 -0.5
H -1.611 2.615 -1.652 0.1 0.0 -0.6
H -0.138 1.677 -2.147 -0.2 -0.7 -0.1
H 1.807 -0.320 -0.554 -0.3 -0.2 0.9
H 1.079 -1.688 -0.509 -0.1 -0.5 0.5
H -1.078 -3.859 -3.139 0.4 0.0 -0.2
H -1.588 0.649 -3.344 -0.5 0.3 -0.4
O -0.870 -3.064 -2.646 -0.5 -0.5 0.2
H 2.648 -2.501 1.822 0.0 0.2 0.2
H 2.019 -3.849 1.731 0.1 -0.1 0.4
O 2.393 -3.232 2.397 0.0 0.2 -0.3
H 2.709 2.981 3.203 0.1 -0.3 -0.3
H 3.099 2.699 1.721 0.0 0.0 -0.2
O 3.429 2.663 2.620 0.3 0.0 0.2
H -2.112 -0.677 -3.413 -0.8 0.0 -0.3
H 0.601 3.988 -0.875 -0.6 -0.5 0.1
O -2.431 0.228 -3.601 1.3 -0.3 0.5
H 0.891 -4.540 0.011 0.5 0.5 0.0
H 0.600 -5.336 1.154 0.6 -0.2 0.3
O 1.397 -5.050 0.675 -1.1 -0.5 -0.3
H 0.942 -1.242 -4.164 -0.2 -0.7 -0.1
H -0.098 -1.917 -2.962 1.0 0.0 -1.8
O 0.454 -1.117 -3.357 -0.3 1.1 1.4
H 0.864 3.868 3.040 -1.8 -0.3 0.5
H 0.694 3.013 4.544 -1.0 0.3 -0.7
O 1.159 3.417 3.823 3.4 0.4 0.7
H -0.601 -3.230 -1.310 0.0 -0.3 0.6
H -0.897 -2.529 0.104 -0.1 -0.1 0.3
O -0.411 -3.278 -0.240 -0.1 0.0 -0.9
H 4.718 1.172 -0.790 -0.2 0.1 0.0
H 3.246 1.295 -1.238 0.5 0.2 0.0
O 4.053 1.812 -1.074 -0.3 -0.2 0.0
H -1.090 2.871 4.177 -0.3 0.5 0.3
H -1.222 2.032 2.990 -0.5 2.1 0.0
O -1.392 3.000 3.277 -0.6 -1.9 -0.3
H -4.526 -0.352 -0.779 0.1 0.2 -0.6
H -4.872 1.200 -0.927 0.2 -0.4 -0.5
O -4.736 0.469 -0.322 -0.1 0.1 1.0
H -2.558 -2.656 -2.315 0.0 0.3 0.3
H -2.389 -1.676 -1.235 -0.1 0.2 0.2
O -3.097 -2.023 -1.780 -0.4 -0.3 -0.1
```
Positions in Å, forces in eV/Å.